1.
Below is 9 unconnected molecules or ions with the total composition C34H51N8O14 at a distorted geometry, with properties calculated with ωB97M-V with the def2-TZVPD basis set.

Structure (XYZ):
```
107
Properties=species:S:1:pos:R:3:mulliken_charge:R:1
C 0.47087 -0.26402 0.35372 0.439
O 0.86983 -0.94426 -0.60739 -0.677
O -0.54457 0.54688 0.17434 0.341
O 0.97622 -0.39480 1.45081 -0.447
H -0.82781 0.62372 -0.73437 -0.220
C -7.12836 -2.43826 -1.51384 -0.835
C -6.56874 -1.10549 -1.06681 -0.480
C -5.15541 -0.68965 -1.38154 0.028
C -4.22327 -1.65123 -2.10018 0.107
C -4.79524 -3.01633 -2.50677 -0.630
C -6.26500 -3.36962 -2.09070 -0.282
N -2.83051 -1.28345 -2.47138 0.843
O -2.26249 -1.89695 -3.46320 -0.499
O -2.44589 -0.22807 -2.10310 -0.303
H -7.94039 -2.71361 -1.23446 0.630
H -7.12234 -0.36898 -0.63726 0.461
H -4.72848 0.40470 -1.06306 0.100
H -4.09469 -3.62962 -3.00380 0.557
H -6.66483 -4.41036 -2.34379 0.278
C 3.02072 4.04133 -1.41865 -0.778
C 3.75149 5.17099 -0.49615 -0.926
C 3.19487 5.37447 0.85037 -0.812
C 2.34385 4.19520 1.53682 -0.270
C 1.68561 3.14465 0.62685 0.043
C 2.20345 3.08194 -0.87749 -0.086
N 1.92736 4.30903 2.95951 0.900
O 2.24736 5.24924 3.73223 -0.609
O 1.17063 3.35233 3.25151 -0.482
H 3.19580 3.91776 -2.32959 0.969
H 4.44989 5.92570 -0.66103 0.406
H 3.44502 6.08915 1.47931 0.725
H 0.91171 2.50840 0.89482 0.538
H 1.61192 2.29363 -1.41805 0.239
C -1.81769 2.83092 -3.62291 -0.330
C -0.75814 3.77226 -4.21488 -0.586
C -0.26155 4.88503 -3.30187 -0.149
C -0.80912 5.02394 -1.82387 -0.108
C -1.73803 4.06533 -1.27078 -0.228
C -2.33684 2.97531 -2.26931 -1.049
N -0.41682 6.22250 -1.07647 1.024
O -0.88844 6.27538 0.14864 -0.584
O 0.14275 7.11358 -1.65870 -0.574
H -2.25689 2.12051 -4.24766 0.562
H -0.20825 3.80612 -5.17675 0.388
H 0.47291 5.74773 -3.80710 0.227
H -2.12469 4.18326 -0.28609 0.564
H -2.85193 2.18650 -2.05998 0.794
C -0.18951 -5.40746 3.27328 0.104
O 0.43118 -4.92908 4.23556 -0.590
N -0.34901 -4.88694 2.02980 0.239
C -1.12443 -5.45107 0.90360 -1.001
C 0.05232 -3.49711 1.83538 -0.680
H -0.64228 -6.36036 3.11251 0.256
H -1.88769 -4.85754 0.42279 0.279
H -1.45142 -6.37632 1.31475 0.332
H -0.45090 -5.65468 0.14508 0.427
H -0.00340 -3.28508 0.80451 0.322
H 1.21576 -3.39533 2.01925 0.064
H -0.25305 -2.67561 2.47516 0.168
C 3.27156 0.39800 -3.21614 -0.299
O 4.43647 0.62944 -3.13252 -0.633
N 2.36325 0.89715 -4.11373 0.231
C 0.99809 0.53076 -4.11562 -0.001
C 2.72574 1.92076 -5.02146 -1.606
H 3.04912 -0.22400 -2.67777 0.667
H 0.63782 -0.38909 -3.47796 -0.375
H 0.54245 0.61551 -5.05559 0.472
H 0.82593 1.39936 -3.47038 0.069
H 2.51682 2.77806 -4.80814 0.672
H 2.02790 1.91162 -5.87978 0.438
H 3.61559 1.79491 -5.53885 0.400
C -0.68704 0.97161 5.24489 0.526
O -0.62620 0.79006 6.49574 -0.728
N -1.73278 1.14859 4.45877 0.205
C -1.50623 1.01896 3.08114 -0.641
C -3.04151 1.35128 5.03580 -1.148
H 0.35073 0.76140 4.75326 -0.003
H -2.41518 0.90546 2.40089 0.187
H -1.07100 0.08851 2.80608 -0.042
H -0.97027 1.84643 2.77251 0.426
H -3.71543 0.58333 4.82589 0.332
H -3.42201 2.30490 4.47131 0.290
H -2.81320 1.53277 5.99598 0.448
C 3.37169 0.51350 3.82575 -0.093
O 3.93547 1.58333 4.18092 -0.706
N 2.74971 -0.28883 4.71296 0.154
C 2.16685 -1.50688 4.20250 -0.899
C 2.79004 -0.18309 6.23148 -0.903
H 3.22587 0.29062 2.83346 0.570
H 2.46040 -1.71682 3.23548 0.458
H 1.16236 -1.16361 3.97032 0.135
H 2.43555 -2.37555 4.89468 0.329
H 1.85570 0.22774 6.80164 0.133
H 3.35791 0.60915 6.59273 0.417
H 3.33348 -1.10035 6.50759 0.366
C 0.54644 -3.69322 -3.01481 0.345
O -0.34609 -4.10998 -3.88729 -0.728
N 1.39184 -4.64778 -2.47884 0.192
C 2.43019 -4.05539 -1.53934 -1.399
C 1.36840 -6.07345 -2.85071 -1.213
H 0.78492 -2.70726 -2.76287 0.153
H 2.45239 -4.87575 -1.00643 0.713
H 2.02085 -3.37897 -0.94078 0.578
H 3.50144 -3.95572 -1.97778 0.135
H 2.22699 -6.46336 -2.63987 0.596
H 1.49384 -6.09030 -3.95555 0.356
H 0.54966 -6.66004 -2.46119 0.280
```

As for the energy relative to the best compared isomer or geometry (same formula, charge and spin): 5.063 eV. For the strongest force on any atom, the calculation gives 17.20 eV/A. The frontier orbital gap comes out at 5.826 eV. The value obtained for the LUMO energy is 0.4 eV. As for the charge: -1.

---

2.
Below is a molecular structure, C24H39GeN4SSeSiTi at a distorted geometry, with properties calculated with ωB97M-V with the def2-TZVPD basis set.

Structure (XYZ):
```
72
Properties=species:S:1:pos:R:3:mulliken_charge:R:1
Ti 1.18349 -0.72370 0.93385 -0.242
C 0.79195 -2.74897 3.60820 -0.397
C 2.14629 -3.05441 3.81595 -0.675
C 2.94654 -3.43002 2.73495 -0.476
C 2.40868 -3.52772 1.46460 -0.406
C 1.04800 -3.27189 1.26406 -0.667
C 0.23788 -2.86332 2.30995 0.076
H 0.14133 -2.45654 4.44194 0.422
H 2.57546 -3.00634 4.79858 0.439
H 4.00809 -3.56709 2.92307 0.437
H 2.98167 -3.91156 0.64721 0.503
H 0.58957 -3.49372 0.30478 0.822
H -0.86832 -2.74938 2.23079 0.224
C 3.16962 2.85529 -0.84811 -1.794
C 2.57433 1.49611 -0.61553 0.273
N 1.82490 1.22870 0.40835 1.154
N 1.54573 2.25456 1.30014 -1.120
C 1.73745 1.77790 2.62038 0.396
N 1.47484 2.63030 3.57609 -0.287
S 2.39175 0.30205 2.97828 -0.309
C 2.86487 0.34117 -1.43900 0.813
C 3.69742 0.47028 -2.54473 -0.789
C 4.06933 -0.67628 -3.25745 -0.865
C 3.43210 -1.83679 -2.87563 -0.991
C 2.60559 -1.87355 -1.77920 -0.279
N 2.32835 -0.81197 -1.01283 0.869
H 4.24652 2.73311 -0.80018 0.426
H 2.77866 3.61968 -0.14814 0.354
H 2.99292 3.19361 -1.87854 0.430
H 0.53592 2.53592 1.27796 0.152
H 1.24625 3.58451 3.31829 0.261
H 1.39051 2.27132 4.49707 0.239
H 4.13318 1.45383 -2.76380 0.473
H 4.77267 -0.63300 -4.05086 0.538
H 3.61993 -2.80028 -3.38071 0.452
H 2.22974 -2.83523 -1.50025 0.534
C -2.83169 2.17337 4.51885 -0.958
Si -3.16754 1.60772 2.81316 -0.141
C -3.66421 2.99899 1.76235 -0.964
C -4.34709 0.16952 2.70803 -0.957
C -1.54881 0.88572 2.04217 -0.380
C -0.54495 0.32182 1.59004 1.144
H -3.70246 2.59574 4.97202 0.378
H -2.08924 2.96858 4.57128 0.310
H -2.45076 1.33701 5.16856 0.287
H -4.55318 3.50801 2.15808 0.375
H -3.86694 2.80561 0.70308 0.353
H -2.83127 3.79085 1.77220 0.260
H -5.26000 0.24196 3.22211 0.448
H -3.84076 -0.73352 3.00272 0.307
H -4.51897 0.12984 1.63750 0.222
C 0.34982 -0.32664 -4.68277 -1.248
Ge -1.49520 0.05907 -3.87579 0.787
C -2.70488 -1.44841 -4.21670 -1.175
C -2.03374 1.82872 -4.57420 -1.246
C -1.03046 0.25232 -1.91458 -1.220
Se -0.59834 -1.48523 -1.02129 0.212
C -2.36266 -1.88957 -0.16659 -0.473
H 0.22196 -0.56877 -5.73264 0.486
H 0.90984 -1.14411 -4.17910 0.238
H 0.96656 0.56397 -4.52518 0.324
H -2.47206 -1.76454 -5.23139 0.429
H -3.73103 -1.15293 -4.14561 0.373
H -2.44447 -2.31268 -3.58557 0.321
H -1.41912 2.02745 -5.45620 0.399
H -1.91570 2.60575 -3.81392 0.361
H -3.03954 1.85491 -4.94074 0.399
H -1.75533 0.68277 -1.23458 0.631
H -0.21887 0.94931 -1.86452 0.222
H -3.13869 -2.04870 -0.86884 0.507
H -2.57947 -1.09906 0.51887 -0.311
H -2.14393 -2.86146 0.30965 0.310
```

As for the energy relative to the best compared isomer or geometry (same formula, charge and spin): 0.000 eV. For the strongest force on any atom, the calculation gives 2.42 eV/A. The frontier orbital gap (spin up / spin down) comes out at 7.134 / 7.135 eV. The value obtained for the LUMO energy (spin up / spin down) is -7.0 / -7.0 eV. As for the charge: +2. As for the multiplicity: 2.

---

3.
Below is 3 unconnected molecules or ions with the total composition C24H50BN2O2, with properties calculated with ωB97M-V with the def2-TZVPD basis set.

Structure (XYZ):
```
79
Properties=species:S:1:pos:R:3:mulliken_charge:R:1
C -1.35396 4.95400 2.04270 -1.561
C -1.08474 3.44390 1.91990 0.347
C -2.26864 2.63635 2.44016 -1.269
C -2.26905 1.14438 2.06020 0.253
C -2.98753 0.83107 0.72930 -1.092
C -2.14305 0.91168 -0.56219 -0.609
B -1.35967 -0.43120 -1.14132 0.841
C -1.67912 -0.46802 -2.78940 -0.869
C -0.83052 -1.42832 -3.62241 -0.733
O 0.30069 -0.81964 -4.25101 -0.562
C 0.30219 -0.33665 -1.00674 -0.655
C 0.88763 0.25187 0.27968 1.453
C 2.35145 0.73096 0.07743 -0.931
C 2.40096 2.14066 -0.56198 -0.886
C -1.92142 -1.87044 -0.54523 -1.411
C -1.40079 -2.33753 0.82765 0.801
C -0.14819 -3.19541 0.79465 -0.369
O -0.22750 -4.21557 -0.18857 -0.377
C 0.97962 -4.91329 -0.31924 -0.764
H -0.48475 5.55369 1.77610 0.403
H -1.68572 5.19199 3.05594 0.358
H -2.17925 5.20582 1.37374 0.333
H -0.88539 3.23752 0.86859 0.046
H -0.17877 3.19637 2.47744 0.285
H -2.21066 2.68085 3.53629 0.381
H -3.22087 3.10124 2.17275 0.349
H -1.26175 0.74077 2.10698 -0.264
H -2.83435 0.63647 2.85091 0.383
H -3.78804 1.58098 0.65441 0.648
H -3.50049 -0.12739 0.83405 0.297
H -2.83228 1.24069 -1.35160 0.433
H -1.45627 1.75857 -0.43747 -0.034
H -2.74523 -0.64550 -2.97257 0.117
H -1.45298 0.54450 -3.15588 0.502
H -1.45184 -1.90025 -4.40107 0.182
H -0.43160 -2.25033 -3.02255 0.238
H 0.08882 0.08949 -4.46876 0.257
H 0.65197 0.31857 -1.81747 0.236
H 0.78841 -1.30509 -1.17821 0.145
H 0.89203 -0.46348 1.10745 -0.347
H 0.32339 1.12326 0.61608 -0.737
H 2.81216 0.04276 -0.63257 0.282
H 2.89391 0.72767 1.02504 0.486
H 2.89831 2.13000 -1.53281 0.120
H 1.39032 2.52669 -0.70112 0.225
H 2.92936 2.85767 0.07178 0.338
H -3.01759 -1.81082 -0.48396 0.247
H -1.72920 -2.68387 -1.25148 0.505
H -1.19788 -1.52016 1.51474 -0.857
H -2.17958 -2.94913 1.30952 0.464
H 0.76186 -2.60260 0.65067 0.163
H -0.03565 -3.69483 1.77556 0.271
H 1.69319 -4.37723 -0.95405 0.262
H 1.45460 -5.06053 0.66152 0.296
H 0.76386 -5.89546 -0.73901 0.272
C 1.43115 -2.61434 6.56431 -1.110
C 0.00912 -3.14583 6.42804 -0.540
C -0.42676 -3.30689 4.96802 -0.430
C -0.39757 -2.02884 4.25773 0.282
N -0.37002 -1.03398 3.68792 -0.362
H 1.52465 -1.62024 6.12604 0.332
H 1.71563 -2.54146 7.61470 0.335
H 2.14524 -3.27289 6.06616 0.292
H -0.68231 -2.47294 6.93877 0.310
H -0.06671 -4.11711 6.92162 0.321
H -1.44031 -3.70470 4.90960 0.338
H 0.23272 -4.00179 4.44519 0.260
C 3.21036 1.30737 -5.40680 -0.828
C 2.79274 2.49698 -6.26623 -0.436
C 2.08338 3.59215 -5.46069 -0.461
C 0.86405 3.07773 -4.83853 0.332
N -0.07889 2.67134 -4.32783 -0.438
H 2.34987 0.80875 -4.95871 0.160
H 3.73701 0.56727 -6.00929 0.329
H 3.87593 1.62188 -4.60035 0.273
H 2.13417 2.15510 -7.06698 0.289
H 3.67391 2.93451 -6.74132 0.309
H 1.81429 4.43259 -6.10155 0.292
H 2.73797 3.96762 -4.67239 0.259
```

For the strongest force on any atom, the calculation gives 0.91 eV/A. The frontier orbital gap comes out at 6.662 eV. The value obtained for the LUMO energy is 2.5 eV. As for the charge: -1.